One molecule with the formula C12H15Cl2NO3S. Source: the Open Molecules 2025 dataset; level of theory: ωB97M-V/def2-TZVPD.

Structure (XYZ):
```
34
C12H15Cl2NO3S (ωB97M-V/def2-TZVPD)
H -2.7897 -2.2092 1.4304
O 1.8287 1.4715 0.3581
C -3.6356 -1.2351 -0.8935
C 1.5018 3.7639 -0.4056
H 3.4496 3.1835 0.4137
C 3.3396 0.0041 0.2514
O -0.8209 0.8433 1.7516
C 3.5796 -1.6238 0.1119
H -4.0792 -2.4678 -0.9146
S -0.6562 0.2696 0.5105
Cl 5.1348 -2.4400 -0.1312
C -2.2717 -1.2777 -0.9678
C 2.0595 0.2737 0.3927
H -1.8594 -0.3160 -1.7795
H 1.8617 4.5256 -1.2209
N -1.4966 -0.9248 0.1739
O -0.6440 0.9656 -0.7345
C 2.3863 -2.3954 0.0417
H 2.9705 2.2704 -1.1441
C 2.6406 2.6831 -0.1920
H -3.9728 0.4681 0.6487
C 1.1509 -1.8550 0.1312
C -2.6828 -1.1044 1.3512
H -1.7931 -2.2252 -1.4223
Cl 4.7185 0.8749 0.1833
H -4.8301 -0.8410 0.7527
H -4.1936 -0.5207 -1.6835
H 2.6057 -3.3976 0.0964
C 0.9335 -0.6379 0.5059
C -3.9183 -0.5573 0.5715
H 0.2853 -2.5174 0.1393
H 1.1065 4.2251 0.4579
H 0.5946 3.1841 -1.0427
H -2.5038 -0.4601 2.2584
```

Results
Total charge = 0
DFT total energy = -2064.97037 hartree
Highest occupied orbital energy = -8.239 eV
Orbital gap = 0.32409 hartree
Energy relative to the best compared isomer or geometry (same formula, charge and spin) = 200.52 kcal/mol

---

C12H15Cl5InN3 as an isolated structure. Source: the Open Molecules 2025 dataset; level of theory: ωB97M-V/def2-TZVPD.

Structure (XYZ):
```
36
C12H15Cl5InN3 (ωB97M-V/def2-TZVPD)
H 1.7135 -2.2845 -0.4519
Cl -0.5473 0.2046 6.7427
H -2.1243 1.6731 -2.7178
N 1.7381 -0.3119 -0.9567
C -0.3728 0.0403 2.3100
H 1.2324 2.4952 -0.7815
H 1.0848 2.7177 -2.4909
H 0.1811 -1.4134 -3.0583
C 1.6043 -1.6698 -1.3655
Cl 1.2305 2.1611 5.2100
C -1.8287 -0.3994 -2.0212
C -0.4841 0.0900 5.0636
In -0.0935 0.0666 0.2864
C -1.1909 -0.8249 2.9716
H 1.4178 0.3555 -2.9497
H -2.6749 -0.3349 -1.2859
H 0.0955 -2.9625 -2.3431
C -1.2832 0.9399 -2.3968
C 1.7711 0.7354 -1.9699
N -0.4865 1.5674 -1.3239
Cl -2.1258 -2.0095 2.0673
H 2.7740 1.0637 -2.0713
C 0.2286 -1.8347 -2.0994
C 0.4211 0.9112 2.9856
H 2.4113 -1.9447 -2.0280
H -2.3395 -0.9462 -2.8487
Cl -2.3048 -1.9067 5.1722
H -0.6181 0.6899 -3.2153
C -1.2767 -0.8462 4.3563
H 2.5099 -0.2376 -0.3009
N -0.8975 -1.2352 -1.2943
H -1.5625 -1.9216 -0.8818
C 0.9147 1.9637 -1.6947
C 0.3737 0.9846 4.3825
Cl 1.4337 1.9899 2.0497
H -0.9248 2.4334 -1.0507
```

Results
Total charge = +2
DFT total energy = -3121.04753 hartree
Highest occupied orbital energy = -14.850 eV
Orbital gap = 0.31378 hartree

---

C12H15ClN2O3S as an isolated structure. Source: the Open Molecules 2025 dataset; level of theory: ωB97M-V/def2-TZVPD.

Structure (XYZ):
```
34
C12H15ClN2O3S (ωB97M-V/def2-TZVPD)
H 1.4524 3.0371 -1.3005
H -5.2592 -3.9948 -0.2455
O -4.9656 -3.1681 1.6400
C 4.2769 2.6320 0.5986
C -0.8672 0.7011 -1.2380
C 2.4579 1.1735 -0.9854
H -1.7341 -1.1802 2.1896
C -3.7232 -2.7243 1.4588
H -0.0566 0.4247 -3.2083
C 1.5621 0.3055 -1.8285
Cl 3.8541 -1.1421 -0.5102
C -5.7282 -3.2881 0.4361
C 3.1747 3.2621 -0.0503
H -1.4241 -2.1869 3.6256
H -1.1591 -2.8532 1.9957
C 3.5914 0.5644 -0.3146
O -3.2255 -2.4321 0.4031
H 5.3068 0.7564 0.9366
H -6.7039 -3.6554 0.7387
H 0.3280 1.9738 -2.5227
C 2.2731 2.5098 -0.8407
N 3.1117 4.5752 0.1844
H -1.7561 1.2748 -1.4903
H -5.8293 -2.3204 -0.0511
O -3.1250 -2.6577 2.6466
C 0.2342 0.9175 -2.2802
S 4.3718 4.9256 1.1131
C 4.4755 1.2396 0.4482
N 5.0231 3.4802 1.3072
H -1.1264 -0.3555 -1.2089
C -1.7746 -2.1881 2.5982
H 2.1372 -0.0068 -2.7040
H 1.3403 -0.6121 -1.2858
H -0.5131 1.0124 -0.2554
```

Results
Total charge = 0
DFT total energy = -1659.88809 hartree
Highest occupied orbital energy = -9.107 eV
Orbital gap = 0.31570 hartree